C10H13N2P | ωB97M-V with the def2-TZVPD basis set

Each line ends with the Mulliken charge.
Cartesian coordinates (Å):
C -0.58 -2.11 2.76  -0.2508
C -0.58 -2.77 1.58  -0.5545
C -0.25 -0.71 2.84  -0.7468
C -0.30 -2.10 0.43  -0.3098
C -0.21 -0.02 1.61  0.0011
C -0.22 -0.72 0.41  0.4994
C 1.30 2.83 -0.08  -0.3076
C 0.16 0.08 -0.83  -0.2157
C 2.13 0.68 -2.13  -0.7803
C -2.10 0.95 -1.25  -0.9825
N 1.52 0.35 -0.84  -0.4543
N -0.70 1.23 -1.04  0.2631
P -0.30 2.74 -0.40  -0.2431
H -0.94 -2.69 3.73  0.2158
H -0.69 -3.82 1.54  0.4145
H -0.03 -0.16 3.69  0.4668
H -0.27 -2.68 -0.52  0.2190
H -0.27 1.07 1.59  0.0200
H 2.20 3.41 -0.05  0.4716
H 0.11 -0.55 -1.79  0.4003
H 1.61 0.43 -3.02  0.3412
H 2.49 1.76 -2.09  0.2536
H 3.10 0.07 -2.24  0.2954
H -2.23 0.96 -2.44  0.2529
H -2.27 0.03 -0.76  0.3544
H -2.69 1.73 -0.73  0.3762

The largest force on an atom comes out at 0.0888 hartree/bohr. The orbital gap (alpha / beta) is 0.2922 / 0.2935 hartree. Its LUMO energy (alpha / beta) is -0.24 / -0.27 eV. Its HOMO energy (alpha / beta) is -8.2 / -8.3 eV.

=====

C7H17OP | ωB97M-V with the def2-TZVPD basis set

Each line ends with the Mulliken charge.
Cartesian coordinates (Å):
C -2.29 -0.36 0.40  -1.3379
C 0.85 0.86 1.39  -1.1437
C 3.19 -1.92 -0.42  -1.2161
C -2.72 0.88 -0.25  0.0369
C 1.43 0.87 -0.04  -0.5123
C 1.71 -1.96 -0.71  -0.4272
C -3.72 1.63 0.20  -0.0111
O -4.28 2.76 -0.29  -0.4417
P 0.95 -0.38 -1.25  -0.0903
H -1.68 -0.21 1.26  0.2897
H -3.04 -0.99 0.71  0.5217
H -1.56 -0.84 -0.26  0.1969
H -0.19 1.17 1.47  0.1701
H 0.98 -0.17 1.68  0.2818
H 1.42 1.54 1.86  0.4635
H 3.79 -1.85 -1.39  0.2662
H 3.63 -1.19 0.26  0.3158
H 3.48 -2.78 0.14  0.4012
H 1.87 0.18 -2.16  0.0303
H -2.05 1.33 -1.02  0.1657
H 2.46 0.67 0.13  0.4434
H 1.17 1.78 -0.66  0.3444
H 1.19 -2.36 0.19  0.2725
H 1.37 -2.80 -1.37  0.4315
H -4.13 1.39 1.24  0.2733
H -3.84 2.74 -1.09  0.2755

The largest force on an atom comes out at 0.0791 hartree/bohr. The orbital gap is 0.3447 hartree. Its LUMO energy is 0.95 eV. Its HOMO energy is -8.4 eV. The SMILES is C/C=C/O.CCPCC.

=====

C4H8NO2 | ωB97M-V with the def2-TZVPD basis set

Each line ends with the Mulliken charge.
Cartesian coordinates (Å):
C 0.01 -1.69 -0.43  -0.9092
C 0.10 -0.36 -1.38  0.5817
C -0.86 0.79 -1.08  -1.2485
N -0.39 -1.39 -2.07  -0.7014
C 0.81 1.32 2.48  -0.1528
O 0.30 2.45 2.54  -0.6462
O 0.83 0.52 1.52  -0.5663
H 0.08 -1.03 0.46  0.2965
H 0.92 -2.27 -0.32  0.3161
H -0.87 -2.29 -0.27  0.3204
H 1.12 -0.03 -1.64  0.3829
H -1.30 1.00 -2.06  0.4283
H -1.70 0.37 -0.52  0.2428
H -0.39 1.64 -0.62  0.3124
H 1.33 0.96 3.41  0.3432

The largest force on an atom comes out at 0.0541 hartree/bohr. The orbital gap is 0.3058 hartree. Its LUMO energy is 4.22 eV. The net charge is -1. Its HOMO energy is -4.1 eV.